The following is a quantum chemistry calculation of a cluster of 6 separate species, C37H65F5N6O3 in total at a distorted geometry, from the Open Molecules 2025 dataset.

Structure (XYZ):
```
116
Properties=species:S:1:pos:R:3
C 0.64537 4.89432 4.60618
C 1.08699 4.90461 3.10963
C -0.13190 4.60337 2.19171
C -0.12513 5.50586 0.93242
N -0.29031 3.16800 1.95456
C -1.65685 2.73837 1.64388
C -1.81437 1.24845 2.07835
C -3.26696 0.87765 2.45829
C -3.43404 0.65792 3.94614
F -4.72435 0.30768 4.15714
F -2.68271 -0.33629 4.40254
C -3.18072 1.91563 4.80994
F -1.91146 2.11078 5.00279
F -3.73658 1.74322 5.99274
F -3.74403 2.97723 4.29626
C 0.67233 2.61309 1.10461
O 0.82470 2.80859 -0.04362
O 1.48795 1.69278 1.76178
O 2.02853 0.78707 0.85141
C 1.08913 -0.25184 0.59513
C 1.81018 -1.35468 -0.17750
C 1.13641 -1.49085 -1.57719
C 1.76046 -2.74833 0.49257
C 1.86153 -2.73973 2.04475
C 2.79618 -3.89321 2.49977
C 0.43897 -3.10796 2.59394
H 0.69871 5.88435 5.05859
H -0.36884 4.51125 4.73824
H 1.29776 4.20779 5.15136
H 1.86565 4.16052 2.93648
H 1.41241 5.92312 2.90034
H -0.99823 4.91330 2.77857
H -0.50217 4.97103 0.05765
H -0.73319 6.40581 1.05286
H 0.88232 5.83823 0.66731
H -2.33274 3.31340 2.27827
H -1.92451 2.86388 0.58760
H -1.45360 0.62800 1.25773
H -1.11434 1.12796 2.90597
H -3.49443 -0.06929 1.96841
H -3.95291 1.65858 2.12905
H 0.32813 0.16504 -0.08243
H 0.55081 -0.58503 1.48667
H 2.85976 -1.13497 -0.38861
H 0.74484 -0.55057 -1.94692
H 1.80265 -1.97153 -2.29985
H 0.28656 -2.16968 -1.46236
H 2.63503 -3.30125 0.12516
H 0.90319 -3.34226 0.17229
H 2.18364 -1.77944 2.44873
H 2.28762 -4.83626 2.37690
H 3.06906 -3.72892 3.53896
H 3.72329 -3.90100 1.91190
H -0.31945 -2.86940 1.83804
H 0.34679 -4.17304 2.79348
H 0.17118 -2.50390 3.46585
C -1.31655 -0.05322 -6.43184
C -0.94252 1.27643 -5.78657
C -0.17254 1.11105 -4.47273
C -0.97866 0.38155 -3.48483
N -1.59447 -0.18619 -2.71326
H -1.98505 -0.63502 -5.79411
H -1.83197 0.11521 -7.37581
H -0.42757 -0.65372 -6.63568
H -1.85228 1.85505 -5.60900
H -0.32721 1.85063 -6.48289
H 0.08668 2.08536 -4.05941
H 0.75388 0.56112 -4.63771
C 4.29164 -8.48860 5.08046
C 4.74429 -7.20334 5.76455
C 3.58077 -6.40114 6.35612
C 2.63644 -6.00610 5.29891
N 1.91478 -5.69514 4.47057
H 3.63797 -8.28136 4.23179
H 5.15189 -9.04074 4.70108
H 3.75445 -9.13583 5.77694
H 5.28606 -6.58647 5.04438
H 5.44428 -7.45099 6.56501
H 3.95266 -5.50045 6.84551
H 3.04633 -6.99330 7.10027
C 1.92948 2.28696 -9.03443
C 1.62414 2.28343 -10.52886
C 0.12339 2.21473 -10.82952
C -0.45575 0.98075 -10.27556
N -0.90629 0.02562 -9.84130
H 1.59204 1.36641 -8.55473
H 3.00343 2.36628 -8.86510
H 1.44584 3.13028 -8.53655
H 2.13079 1.43616 -10.99566
H 2.03288 3.18962 -10.98036
H -0.04928 2.22839 -11.90588
H -0.39337 3.07123 -10.39403
C 5.13178 -1.01492 -3.27439
C 5.57386 0.23231 -2.51646
C 4.39498 1.07890 -2.02709
C 3.58350 1.54167 -3.16301
N 2.94428 1.89791 -4.03994
H 4.57942 -0.75826 -4.17995
H 5.99825 -1.60332 -3.57795
H 4.49449 -1.64718 -2.65159
H 6.21655 0.83485 -3.16213
H 6.17462 -0.06600 -1.65505
H 4.75346 1.95025 -1.47908
H 3.75823 0.49971 -1.35673
C -8.44625 -1.02300 2.49643
C -7.90184 0.14469 3.31179
C -9.00347 0.95492 4.00201
C -9.92448 1.52956 3.00761
N -10.63334 1.97751 2.23256
H -9.08769 -0.67939 1.68328
H -7.62796 -1.58766 2.04846
H -9.02394 -1.70474 3.12435
H -7.32136 0.79763 2.65647
H -7.21742 -0.23762 4.07010
H -8.56685 1.76800 4.58254
H -9.57371 0.32208 4.68353
```

Values from the calculation:
**HOMO**: -0.34074 Ha
**Kohn-Sham gap**: 10.0 eV
**Structure (SMILES)**: CC[C@@H](C)N(CCCC(F)(F)C(F)(F)F)C(=O)OOC[C@H](C)CC(C)C.CCCC#N.CCCC#N.CCCC#N.CCCC#N.CCCC#N